1.
Computed, not measured: a structure of composition C11H5N3NiO4S2, with ωB97M-V with the def2-TZVPD basis set.

Each line ends with the Löwdin charge.
Positions of all 26 atoms, in Å:
N  0.144234  1.049663  -0.760289  0.09
S  -0.027108  -1.488043  0.930631  0.66
C  2.136648  2.236886  -0.250156  0.05
H  2.673805  2.877659  0.432708  0.13
C  -1.200860  -2.495055  1.747652  -0.72
H  0.927268  -0.348022  -4.156820  0.12
C  0.839468  1.843297  0.042668  -0.15
H  3.726118  2.051048  -1.677603  0.12
C  1.981741  0.947702  -2.261526  0.03
N  -4.169043  -3.836186  2.950462  0.16
N  -0.186129  -4.428713  3.123110  0.16
H  0.316758  3.173560  2.900053  0.15
C  -2.537464  -2.285403  1.682329  -0.73
C  -0.245286  -0.292209  -2.649204  -0.42
O  -1.062360  1.986538  1.455853  0.12
H  2.436703  0.569651  -3.167552  0.12
C  0.692434  0.607757  -1.888995  -0.16
C  0.090941  2.260299  1.278992  -0.47
O  -1.297420  -0.623605  -2.154768  0.08
O  0.851632  2.963383  2.118101  0.14
C  -3.431686  -3.150495  2.395117  -0.29
C  2.712412  1.775829  -1.421577  0.00
O  0.079729  -0.703082  -3.862739  0.19
S  -3.308598  -1.002526  0.781702  0.65
Ni  -1.482510  -0.117228  -0.107266  0.25
C  -0.661427  -3.572701  2.519118  -0.29

Atomic forces in eV per Å
N -0.02 -0.03 -0.02
S -0.05 0.00 0.00
C -0.01 0.00 0.00
H 0.00 0.00 0.00
C 0.02 0.06 -0.03
H -0.01 -0.01 0.00
C -0.01 -0.01 0.00
H 0.00 0.00 0.00
C -0.02 -0.01 0.02
N -0.01 0.02 0.02
N 0.00 0.01 0.01
H 0.00 0.00 -0.01
C -0.02 0.06 -0.03
C -0.01 0.00 0.03
O -0.01 0.02 0.02
H 0.00 0.00 0.00
C 0.02 0.03 0.01
C 0.02 0.01 -0.02
O 0.02 0.00 -0.05
O -0.01 -0.01 0.01
C 0.00 -0.06 -0.01
C 0.03 0.00 -0.02
O 0.01 0.00 0.00
S 0.03 -0.02 0.02
Ni 0.03 -0.03 0.06
C 0.00 -0.05 0.00

Calculated values
total charge: 0
gap between HOMO and LUMO (spin up / spin down): 5.482 / 5.396 eV
LUMO (spin up / spin down): -1.9 / -2.0 eV
strongest force on any atom: 0.072 eV/Å
energy above the lowest of the compared OMol25 structures with the same formula, charge and spin: 0.0 kcal per mole
expectation value of S²: 2.0104
spin multiplicity: 3

=====

2.
Computed, not measured: a structure of composition C42H54BBaN5O3P2SSi2, with ωB97M-V with the def2-TZVPD basis set.

Each line ends with the Löwdin charge.
Positions of all 111 atoms, in Å:
C  -4.584076  1.828379  3.784383  -0.10
C  -4.110245  -3.142912  1.875664  -0.10
C  -2.423214  2.515807  4.570811  -0.10
N  0.460671  1.331070  -3.183161  -0.01
C  -0.243927  -0.316661  1.838336  -0.54
O  5.757001  1.939600  -0.983754  -0.01
H  -4.590976  0.514300  2.093066  0.10
H  2.012273  -0.935597  -3.374757  0.00
C  -2.788569  3.847691  0.754015  -0.16
H  -0.913761  -3.521709  -0.253634  0.07
H  -3.249735  3.589627  1.711242  0.01
C  -1.821868  1.751902  3.581394  -0.09
H  -5.167084  2.664897  -1.272993  0.02
P  -1.739282  0.171055  1.285090  0.55
N  -1.804314  1.109988  -0.015435  -0.36
C  -0.413665  -0.448692  -6.949961  -0.84
S  -0.472815  0.336416  -8.397618  0.62
H  -0.925279  0.052183  -2.358855  0.08
N  0.823041  4.098853  -0.522144  -0.01
C  0.265835  -3.874333  2.886125  -0.07
H  1.893334  -4.667973  -0.240349  0.02
C  -0.800810  -0.206958  -4.494097  -0.02
C  -0.457586  0.376325  -3.286900  -0.18
C  -0.162953  0.231101  -5.649044  -0.24
H  2.346437  -4.915660  -1.933873  0.02
H  3.468127  4.318729  0.192021  0.07
C  4.635211  -1.399945  3.577210  -0.12
N  0.977386  -1.598175  -0.345962  -0.38
C  5.521516  2.034263  1.795557  -0.03
H  -3.320320  4.709198  0.338611  0.03
C  4.397386  2.495133  0.882688  -0.53
H  -1.810864  3.081930  5.263039  0.09
H  -1.758754  4.161202  0.939449  0.02
H  3.412117  -4.008598  -0.860656  0.01
C  0.719900  5.249716  -0.586766  -0.29
H  0.612462  7.273854  0.457083  -0.02
H  -0.808652  -2.472472  -2.688145  0.00
C  -3.348229  -1.548328  -0.259144  -0.10
B  0.582073  6.830068  -0.676914  -0.47
C  -4.167346  -2.651785  -0.474823  -0.10
H  -3.051429  -0.903946  -1.079324  0.08
H  -2.407829  2.338779  -2.922309  0.01
H  -2.905094  -1.833580  3.075851  0.11
C  -3.276672  -2.056049  2.081319  -0.09
C  0.750170  1.272456  -5.548888  -0.02
P  0.638835  -1.579015  1.226670  0.53
C  -2.590348  1.034802  2.668992  -0.29
H  -0.430080  -2.246485  -5.964960  0.10
C  -3.977099  1.076013  2.787162  -0.11
C  4.592991  1.962488  -0.570039  -0.67
H  3.459239  -0.566530  5.169620  0.09
Ba  1.106264  1.219771  -0.347515  1.76
N  -0.598249  -1.772682  -6.838192  0.09
H  -1.254972  3.414751  -2.105966  0.00
O  3.149551  1.976061  1.396791  -0.17
C  -4.645888  1.916490  -0.667692  -0.18
H  5.387839  2.454228  2.798498  0.08
H  5.233129  4.413277  0.379448  0.09
C  2.364670  -4.197567  -1.107337  -0.18
H  -0.480093  7.083433  -1.215054  -0.02
H  2.898569  2.501571  2.164539  0.09
H  0.305999  -3.452112  -3.667791  0.01
H  1.249513  1.646004  -6.431426  0.10
H  -4.509914  -2.884022  -1.477171  0.09
C  -0.019833  -3.227388  -2.644826  -0.18
H  1.781419  2.560063  -4.158266  0.13
H  -2.913087  3.945912  -2.385766  0.03
C  4.620962  -1.886269  2.278797  -0.10
C  4.313721  4.014547  0.809131  -0.01
C  -2.294991  3.081246  -2.126763  -0.18
H  5.516469  0.946540  1.872112  0.07
H  -0.754653  -2.309743  -7.673276  0.09
C  -3.807903  2.557502  4.674578  -0.12
C  3.450745  -0.969356  4.163028  -0.10
C  2.260459  -1.030641  3.453071  -0.11
H  3.366734  -1.145708  -2.278406  0.03
O  3.537336  1.659702  -1.196481  -0.25
C  -0.712781  -3.979168  0.707049  -0.11
H  -4.749452  0.948404  -1.165164  0.01
H  6.480119  2.353668  1.391130  0.08
H  -0.742772  1.688029  3.498498  0.09
H  1.516194  7.251920  -1.334562  -0.02
C  2.568053  -1.681348  -2.798904  -0.17
C  -4.556639  -3.445951  0.593691  -0.12
H  -1.788082  -5.769667  0.232943  0.10
H  -1.341759  -6.826515  2.433545  0.09
H  -4.279127  3.154012  5.447172  0.09
H  -5.665255  1.849678  3.861448  0.09
H  5.569229  -1.332333  4.123079  0.09
C  2.231184  -1.538015  2.154430  -0.29
C  0.031987  -3.275231  1.649820  -0.25
C  -2.893188  -1.239518  1.017260  -0.28
H  -0.458237  -4.138895  -2.230361  0.01
C  -1.203296  -5.247517  0.981547  -0.10
H  -5.199334  -4.303632  0.430220  0.09
H  -1.553681  -0.983821  -4.516179  0.11
C  -0.961124  -5.835285  2.215076  -0.11
H  -0.028723  -5.592186  4.134717  0.09
H  0.845749  -3.348536  3.635256  0.10
H  -4.394710  -3.771621  2.711488  0.09
H  5.544290  -2.192123  1.801102  0.10
C  1.037639  1.783680  -4.291899  -0.10
H  3.028483  -2.369994  -3.515429  0.02
Si  1.450614  -2.610869  -1.599991  0.27
H  -5.160191  1.853732  0.293990  0.00
H  1.332074  -0.660209  3.872473  0.09
H  3.419923  -2.306914  0.553310  0.07
Si  -2.819235  2.403790  -0.451784  0.28
C  -0.226920  -5.141383  3.168693  -0.10
H  4.188175  4.440191  1.811676  0.08
C  3.423873  -1.954409  1.575697  -0.07

Atomic forces in eV per Å
C -0.01 0.00 0.01
C 0.05 -0.05 0.00
C 0.01 -0.01 -0.01
N -0.08 0.02 0.09
C -0.03 -0.03 -0.09
O 0.00 0.01 -0.01
H 0.00 0.00 -0.01
H 0.00 0.00 0.00
C -0.03 -0.01 0.01
H -0.03 0.01 0.08
H 0.02 0.02 -0.02
C 0.00 0.01 0.02
H 0.01 0.01 0.01
P 0.07 -0.10 -0.01
N 0.06 0.02 0.02
C -0.03 -0.04 0.02
S 0.00 0.02 -0.03
H -0.04 0.03 0.00
N -0.03 -0.07 0.05
C -0.05 0.02 0.01
H 0.01 0.00 -0.01
C 0.02 0.01 0.01
C -0.05 -0.05 0.01
C -0.01 -0.01 0.00
H 0.00 0.00 -0.01
H -0.01 0.00 0.00
C 0.01 0.00 0.01
N 0.09 -0.06 -0.04
C 0.00 -0.01 -0.01
H -0.02 -0.01 -0.01
C 0.00 0.01 0.03
H 0.00 0.00 0.00
H 0.01 0.00 -0.01
H 0.00 0.00 0.01
C 0.01 -0.01 -0.01
H 0.00 0.01 0.00
H -0.01 0.00 0.01
C 0.01 -0.03 0.01
B 0.00 0.00 0.01
C 0.00 0.01 0.00
H -0.01 0.00 0.00
H -0.01 0.00 0.00
H 0.00 0.00 0.00
C 0.04 -0.04 -0.02
C 0.04 0.00 0.04
P -0.06 -0.10 0.00
C -0.03 0.00 0.02
H 0.00 0.00 0.00
C 0.01 0.01 0.02
C 0.00 -0.04 -0.01
H 0.00 0.00 0.00
Ba 0.04 0.64 0.00
N 0.02 0.02 0.02
H -0.01 0.00 -0.01
O -0.05 0.02 -0.09
C 0.03 0.01 0.03
H 0.00 0.00 0.00
H 0.00 -0.01 0.00
C 0.00 0.01 -0.01
H -0.01 0.00 0.00
H 0.04 -0.03 0.02
H 0.01 0.00 0.00
H 0.00 0.00 0.00
H 0.00 0.00 0.00
C -0.02 -0.01 -0.03
H -0.01 0.01 0.00
H 0.00 0.00 0.00
C -0.01 0.00 -0.01
C 0.01 0.00 0.00
C 0.02 -0.02 0.02
H 0.00 0.00 0.00
H 0.00 0.00 -0.01
C -0.01 0.00 0.00
C -0.02 0.01 0.00
C 0.05 -0.01 0.01
H 0.00 0.00 0.01
O 0.01 -0.14 0.03
C -0.06 0.01 0.04
H 0.01 0.01 -0.02
H 0.00 0.00 0.00
H 0.00 -0.01 0.00
H 0.01 0.00 0.00
C -0.01 -0.02 -0.01
C 0.01 -0.01 -0.01
H 0.00 -0.01 0.00
H 0.00 0.00 0.00
H 0.00 0.00 0.00
H 0.00 0.00 0.00
H 0.00 0.00 0.00
C -0.03 0.01 0.01
C 0.01 -0.04 -0.03
C -0.02 0.02 0.00
H 0.02 0.00 -0.05
C -0.06 0.03 0.02
H 0.00 0.00 0.00
H 0.01 0.00 -0.02
C 0.00 0.00 0.00
H 0.00 0.00 0.00
H 0.00 0.02 0.00
H -0.01 0.00 0.00
H 0.00 0.00 0.00
C 0.06 -0.08 -0.06
H 0.00 0.00 0.00
Si 0.04 0.02 0.04
H -0.01 -0.02 0.00
H 0.00 0.01 0.00
H 0.00 0.00 -0.01
Si 0.00 0.01 -0.05
C 0.02 0.00 0.00
H -0.01 0.00 0.00
C 0.00 0.00 0.02

Calculated values
total charge: -2
gap between HOMO and LUMO: 5.525 eV
LUMO: 3.2 eV
strongest force on any atom: 0.640 eV/Å
energy above the lowest of the compared OMol25 structures with the same formula, charge and spin: 14.2 kcal per mole

=====

3.
Computed, not measured: a cluster of 3 separate species, C3H9NO2S2 in total, with ωB97M-V with the def2-TZVPD basis set.

Each line ends with the Löwdin charge.
Positions of all 17 atoms, in Å:
H  -0.363543  0.758443  -2.324709  0.13
C  1.135523  0.338299  -0.572080  -0.47
H  -0.327578  1.996262  -0.118104  0.11
S  -2.951036  -0.137569  1.433663  0.31
H  2.561003  0.221663  2.892591  0.02
C  -0.198491  0.924117  -0.122953  -0.07
H  1.725673  -0.084999  1.551809  -0.03
S  -2.839627  0.277343  -0.503179  0.27
N  -0.264658  -1.251043  -1.703224  0.09
H  -2.427313  -1.378049  1.399390  -0.16
C  -0.028250  0.121219  -1.522155  -0.29
H  -1.216197  -1.459850  -1.464319  0.03
O  1.561939  -0.694509  0.077852  -0.11
O  1.861376  0.532139  2.317532  -0.10
H  0.503334  -1.704089  -1.221340  0.08
H  1.894221  1.057141  -0.880670  0.17
H  -0.626380  0.483484  0.759891  0.01

Atomic forces in eV per Å
H 0.20 0.42 0.04
C 0.33 -0.53 -1.67
H 0.01 0.13 -0.43
S -0.21 -0.09 -0.26
H 0.04 -0.26 -0.20
C -2.12 0.88 1.89
H 0.63 0.00 0.45
S 1.07 0.45 0.32
N -0.06 1.98 0.23
H -0.04 -0.04 0.13
C 1.21 -1.60 -0.94
H -0.16 -0.95 -0.09
O -0.12 -0.42 -0.34
O -0.51 0.43 0.18
H -0.34 -0.79 0.52
H -0.28 0.70 0.14
H 0.35 -0.31 0.04

Calculated values
total charge: 0
gap between HOMO and LUMO: 5.205 eV
LUMO: -3.3 eV
strongest force on any atom: 2.972 eV/Å
energy above the lowest of the compared OMol25 structures with the same formula, charge and spin: 136.0 kcal per mole